The following is a quantum chemistry calculation of a structure of composition C67H62BKN2O5P2S3, from OMol25.

XYZ file:
```
143
Properties=species:S:1:pos:R:3
K -0.01 -1.50 0.43
O -1.72 0.62 -2.72
S -0.77 1.01 -1.64
C -1.47 2.49 -0.90
C -2.25 3.26 -1.75
C -2.87 4.40 -1.27
C -2.72 4.76 0.06
C -1.99 3.95 0.91
C -1.35 2.79 0.46
P -0.60 1.63 1.69
C -1.91 1.70 2.98
C -1.60 1.50 4.33
C -2.60 1.46 5.29
C -3.93 1.62 4.92
C -4.25 1.82 3.59
C -3.25 1.85 2.63
C 0.74 2.65 2.42
C 1.58 2.00 3.34
C 2.65 2.66 3.91
C 2.94 3.97 3.55
C 2.14 4.61 2.62
C 1.05 3.95 2.06
C 0.67 1.69 -2.52
C 0.77 3.03 -2.87
C 1.86 3.49 -3.59
C 2.85 2.61 -3.98
C 2.75 1.26 -3.65
C 1.67 0.77 -2.92
P 1.64 -0.94 -2.25
C 0.46 -1.82 -3.32
C 0.06 -3.17 -2.71
C -1.37 -3.56 -3.17
C -1.82 -3.08 -4.51
C -1.21 -2.03 -5.07
C -0.13 -1.31 -4.40
C 3.22 -1.70 -2.73
C 4.08 -2.04 -1.68
C 5.26 -2.73 -1.94
C 5.59 -3.06 -3.24
C 4.75 -2.72 -4.29
C 3.56 -2.05 -4.03
H -2.38 2.94 -2.77
H -3.48 5.00 -1.93
H -3.21 5.65 0.45
H -1.94 4.20 1.96
H -0.58 1.39 4.65
H -2.34 1.31 6.33
H -4.71 1.59 5.67
H -5.27 1.94 3.27
H -3.53 1.99 1.59
H 1.41 0.96 3.57
H 3.28 2.14 4.61
H 3.79 4.48 3.98
H 2.36 5.63 2.32
H 0.43 4.48 1.34
H 0.01 3.73 -2.56
H 1.94 4.54 -3.84
H 3.71 2.96 -4.54
H 3.54 0.58 -3.94
H 0.74 -3.94 -3.15
H -1.50 -4.64 -3.06
H -2.65 -3.57 -4.99
H -1.55 -1.68 -6.04
H 0.12 -0.33 -4.78
H 3.80 -1.80 -0.66
H 5.90 -3.02 -1.12
H 6.51 -3.60 -3.44
H 5.00 -2.99 -5.31
H 2.88 -1.82 -4.84
O -1.12 -2.02 2.51
S -1.39 -3.10 3.51
C -1.75 -4.61 2.56
C -3.07 -4.70 1.80
C -3.25 -3.71 0.65
C -2.48 -4.15 -0.59
S -2.38 -2.82 -1.82
O 0.08 -3.11 -1.35
C -4.02 -2.75 -2.49
C -4.44 -1.47 -2.82
C -5.71 -1.29 -3.34
C -6.55 -2.38 -3.53
C -6.12 -3.66 -3.20
C -4.85 -3.85 -2.68
C -3.04 -2.80 4.14
C -3.84 -1.88 3.49
C -5.15 -1.72 3.93
C -5.62 -2.45 5.01
C -4.79 -3.35 5.67
C -3.48 -3.53 5.23
H -1.69 -5.42 3.29
H -0.88 -4.70 1.91
H -3.89 -4.57 2.51
H -3.16 -5.73 1.43
H -2.92 -2.72 0.94
H -4.32 -3.62 0.41
H -2.92 -5.03 -1.06
H -1.43 -4.34 -0.41
H -3.78 -0.63 -2.63
H -6.06 -0.29 -3.57
H -7.54 -2.23 -3.92
H -6.78 -4.50 -3.34
H -4.52 -4.85 -2.42
H -3.45 -1.31 2.66
H -5.79 -1.02 3.41
H -6.64 -2.32 5.35
H -5.15 -3.90 6.52
H -2.83 -4.22 5.74
C 6.85 0.82 -1.55
O 5.60 1.46 -1.38
C 5.60 2.81 -1.19
C 6.69 3.64 -1.39
C 6.55 5.02 -1.20
C 5.34 5.56 -0.81
C 4.26 4.72 -0.58
C 4.39 3.36 -0.74
N 3.26 2.52 -0.56
C 3.08 1.45 0.20
C 3.85 0.85 1.18
C 5.08 1.34 1.72
C 5.68 0.73 2.77
C 5.08 -0.43 3.34
C 3.90 -0.93 2.89
C 3.21 -0.33 1.78
O 2.13 -0.78 1.36
H 6.64 -0.25 -1.53
H 7.53 1.07 -0.73
H 7.30 1.08 -2.50
H 7.63 3.24 -1.71
H 7.41 5.66 -1.37
H 5.24 6.63 -0.68
H 3.31 5.12 -0.25
H 2.46 2.78 -1.12
H 2.12 0.98 0.04
H 5.51 2.24 1.32
H 6.60 1.11 3.18
H 5.57 -0.92 4.18
H 3.44 -1.80 3.34
B -5.43 -0.32 0.28
C -3.84 -0.34 0.28
N -2.68 -0.37 0.29
H -5.78 0.39 -0.64
H -5.78 0.15 1.35
H -5.82 -1.46 0.14
```

Values from the calculation:
Electronic energy = -5578.02848 Eh
Frontier orbital gap = 7.30 eV
LUMO energy = -0.1722 eV
Energy relative to the best compared isomer or geometry (same formula, charge and spin) = 1.825 eV
Max |F| = 0.87 eV/Å